C8H27NO2P2Re | wB97M-V/def2-TZVPD

Cartesian coordinates (Å):
Re1 0.23 -0.07 -0.71
H1 -3.13 -0.51 -1.08
H2 -3.13 0.25 -1.07
P1 0.36 -2.40 -0.96
P2 0.36 2.26 -0.91
C1 0.57 3.23 0.64
H3 0.75 4.30 0.44
H4 -0.33 3.12 1.26
H5 1.43 2.81 1.21
C2 1.77 2.86 -1.95
H6 1.66 2.44 -2.96
H7 1.79 3.97 -1.99
H8 2.71 2.49 -1.51
C3 -1.09 3.11 -1.70
H9 -1.98 2.98 -1.06
H10 -0.90 4.19 -1.84
H11 -1.29 2.64 -2.68
C4 1.86 -2.98 -1.86
H12 1.88 -4.08 -1.97
H13 1.88 -2.50 -2.86
H14 2.76 -2.65 -1.31
C5 0.39 -3.43 0.57
H15 -0.57 -3.32 1.10
H16 0.56 -4.50 0.34
H17 1.19 -3.06 1.22
C6 -1.00 -3.19 -1.94
H18 -1.09 -2.67 -2.91
H19 -0.81 -4.26 -2.11
H20 -1.96 -3.08 -1.40
H21 0.41 -0.08 -2.45
H22 1.79 -0.08 -0.40
N1 -0.69 0.88 4.21
C7 -1.14 -0.20 3.33
C8 -0.34 -0.22 2.07
O1 0.97 -0.38 2.13
O2 -0.92 -0.08 0.90
H23 0.32 0.75 4.47
H24 -1.26 0.88 5.08
H25 -0.80 1.81 3.73
H26 -1.01 -1.17 3.85
H27 -2.21 -0.06 3.09

## Properties
Net charge: +2
HOMO-LUMO gap (alpha / beta) (eV): 9.009 / 8.041
F_max (eV Å⁻¹): 5.918
HOMO level (alpha / beta) (eV): -15.73 / -16.16
2S+1: 4